Record 1
ORCA calculation (ωB97M-V with the def2-TZVPD basis set) on a 7-piece molecular cluster, C47H45ClFN3O22PS3 overall in a non-equilibrium geometry.

Positions of all 123 atoms, in Å:
O -2.205 11.085 -4.327
O 2.407 -7.038 6.924
O -1.643 -5.567 -0.638
H -3.013 4.589 0.143
H 4.240 9.874 -2.020
C 5.977 9.548 -4.988
C 4.614 7.548 -4.592
C 0.582 -1.570 1.788
F 1.362 -0.217 3.618
H 0.444 -7.082 3.792
C -1.388 3.272 0.504
H 3.487 -4.735 5.211
H -1.469 2.717 -0.423
C 2.338 3.726 -2.842
C -2.216 4.276 0.807
H -2.920 -0.885 0.856
C -2.212 -7.128 -4.013
C 2.420 4.328 -4.187
Cl -5.798 -1.242 4.679
C 4.616 0.132 4.523
C -1.082 -7.538 -4.598
H 4.240 6.565 -4.854
H 3.242 3.752 -2.245
O 2.239 -4.789 7.956
C 3.331 -1.949 4.472
C 5.480 8.210 -5.366
C 2.358 -5.006 5.081
C 1.200 4.302 -5.019
C -2.095 -7.095 -6.866
C -2.762 -6.671 1.117
H 0.617 3.292 3.358
H -1.858 -6.645 1.715
C -0.308 2.863 1.424
C 4.117 8.126 -3.328
C 3.752 -3.791 2.298
H 4.100 -2.675 5.000
C -1.008 4.609 2.997
O 0.923 -2.403 6.635
O 0.093 -7.929 -6.602
H -0.991 -4.524 5.778
H -3.973 -7.663 2.549
H -0.838 3.729 -5.169
C -2.680 -6.069 -0.228
C -1.022 7.748 -3.971
C -2.898 -1.508 3.057
H -2.403 -0.755 3.821
H -0.683 -0.040 0.628
H 0.345 -2.593 1.282
C -1.117 7.278 -5.367
C -1.620 8.234 -6.373
H -2.069 -2.550 1.080
N 2.715 -2.904 2.373
C -0.940 -7.552 -6.067
H -4.081 -6.348 -6.852
H -2.345 10.191 -6.761
O 0.044 -1.887 4.405
C 1.460 -3.785 4.372
H 1.127 2.734 -1.410
H 0.449 -5.401 1.064
O -1.053 2.651 -2.816
S -4.703 -0.919 2.888
H 5.853 11.108 -3.462
H -0.651 7.034 -3.245
C -5.116 -7.244 0.733
C -5.034 -6.642 -0.612
C -3.896 -7.218 1.565
O 0.451 1.945 1.145
C -3.900 -6.095 -1.060
H -3.823 -5.650 -2.044
H 2.884 -1.288 5.358
C -0.786 -0.627 1.643
C -1.974 9.477 -6.034
H 2.350 -5.932 4.327
O 3.323 7.520 -2.621
C -0.016 3.153 -3.226
P 0.328 -4.909 3.251
O -6.153 -7.746 1.143
H 5.023 -0.291 5.543
N -0.912 -3.491 5.746
H 1.382 -1.031 1.083
O -4.400 -6.295 -4.277
H -0.927 5.164 3.923
C 4.614 9.464 -2.951
S 1.732 -5.623 6.714
O 6.770 10.154 -5.695
H -5.938 -6.668 -1.210
C -2.088 5.018 2.077
H 0.428 -1.546 6.840
C 0.066 3.755 -4.571
H -1.098 -3.162 6.740
C 1.204 3.179 -2.395
C -3.366 -6.671 -4.811
O -2.847 5.936 2.356
H -2.903 -2.565 3.562
S 5.134 -4.767 2.681
H 0.356 -5.868 6.813
O -5.402 -1.614 1.685
O 3.457 4.830 -4.597
C -3.225 -6.686 -6.281
O -1.011 -4.215 2.789
H 5.853 7.800 -6.297
H 1.277 4.747 -6.003
O -4.740 0.623 2.581
H -1.975 -7.111 -7.943
H -1.685 7.873 -7.393
H 5.494 0.671 3.960
H -1.311 9.352 -2.613
C -1.376 8.991 -3.632
O 1.116 -5.503 1.822
O 4.179 -1.010 3.696
N 2.262 -2.667 3.658
C 5.479 10.126 -3.724
C -1.879 9.947 -4.638
H -0.907 0.152 2.507
C 1.105 -1.685 3.361
H -2.332 -7.113 -2.936
C 0.444 -2.972 5.363
O -0.204 -6.369 4.121
C -2.176 -1.487 1.560
C -0.180 3.605 2.694
O -0.791 6.141 -5.679
H -0.226 -7.875 -4.027
H 3.758 0.942 4.669

## Properties
* charge: +1
* lowest unoccupied orbital energy: -6.1 eV
* frontier orbital gap: 0.1879 hartree
* HOMO energy: -11.2 eV



Record 2
ORCA calculation (ωB97M-V with the def2-TZVPD basis set) on a 4-piece molecular cluster, C2H14N2O3 overall in a non-equilibrium geometry.

Positions of all 21 atoms, in Å:
H -1.409 0.727 0.489
H -0.355 -2.582 1.296
H -0.151 0.521 -0.709
O 0.789 0.554 2.884
H 0.806 -1.659 0.639
H 0.369 -0.086 2.300
H 2.423 2.804 1.671
H 1.927 0.756 -2.918
N -0.165 -1.664 0.935
H 1.975 -0.870 -2.946
C -1.144 0.181 -0.419
O 1.923 2.898 0.861
H -2.083 -0.457 -2.076
H -2.112 -1.720 -0.098
H -0.549 -1.639 -1.052
H -2.967 0.559 -1.279
C -1.102 -1.340 -0.144
O 1.800 -0.065 -2.441
N -2.006 0.445 -1.604
H 1.504 2.029 0.821
H 0.525 0.608 3.788

## Properties
* charge: -1
* energy relative to the best compared isomer or geometry (same formula, charge and spin): 17.1 kcal/mol
* lowest unoccupied orbital energy (spin up / spin down): 3.5 / 3.4 eV
* multiplicity: 2
* frontier orbital gap (spin up / spin down): 0.0900 / 0.3443 hartree
* HOMO energy (spin up / spin down): 1.0 / -6.0 eV



Record 3
ORCA calculation (ωB97M-V with the def2-TZVPD basis set) on C5H13N2O as an isolated structure in a non-equilibrium geometry.

Positions of all 21 atoms, in Å:
H -3.661 0.854 0.665
H -0.629 -0.161 0.406
H 3.424 1.546 -0.800
H 1.045 -0.546 1.194
N 3.045 -0.044 0.610
H 4.591 1.338 0.464
C 1.782 -1.598 -0.580
H 2.462 -2.292 -0.068
C -1.620 -0.457 -0.376
C -4.686 1.178 0.447
C 3.523 1.222 0.251
H -4.979 0.725 -0.491
N -1.749 -0.096 0.788
C 1.737 -0.381 0.331
O -1.584 -0.340 -1.550
H -4.751 2.269 0.346
H 0.901 -2.164 -0.893
H 1.102 0.397 -0.146
H 2.283 -1.360 -1.535
H -5.404 0.931 1.234
H 2.984 2.002 0.823

## Properties
* charge: +1
* energy relative to the best compared isomer or geometry (same formula, charge and spin): 199.7 kcal/mol
* lowest unoccupied orbital energy: -9.2 eV
* frontier orbital gap: 0.1965 hartree
* HOMO energy: -14.5 eV



Record 4
ORCA calculation (ωB97M-V with the def2-TZVPD basis set) on one molecule with the formula C3H4N2 in a non-equilibrium geometry.

Positions of all 9 atoms, in Å:
N 0.522 -1.158 0.059
H -0.229 -1.762 0.374
H -1.310 1.176 1.233
H 1.400 0.557 1.035
C 0.255 -0.145 -0.950
C -1.192 0.478 -0.832
H 0.892 -0.110 -1.818
N -0.863 0.759 0.432
C 0.527 0.206 0.467

## Properties
* energy relative to the best compared isomer or geometry (same formula, charge and spin): 107.8 kcal/mol
* lowest unoccupied orbital energy: 0.9 eV
* frontier orbital gap: 0.3580 hartree
* HOMO energy: -8.8 eV



Record 5
ORCA calculation (ωB97M-V with the def2-TZVPD basis set) on a 5-piece molecular cluster, C22H46Cl2N3O12S4 overall in a non-equilibrium geometry.

Positions of all 89 atoms, in Å:
H 3.612 5.280 -2.754
C -5.684 2.413 3.007
C 4.719 0.230 -3.031
H -1.289 8.824 -1.842
H -4.180 -6.022 5.529
C 6.128 3.130 -5.134
O 0.442 -5.831 1.288
O 1.246 5.904 -0.225
C 3.329 5.390 -1.708
H 3.526 4.463 -1.167
C -4.921 -5.774 6.291
H -10.577 2.284 1.385
Cl 7.548 0.997 -6.344
H -6.992 -5.257 6.459
C 0.839 -6.399 -1.165
O 1.369 -4.034 -0.171
H 8.225 2.558 -3.146
H -5.306 2.137 2.019
O -7.958 0.249 2.568
H 8.203 -0.905 -0.030
Cl 5.651 4.187 -3.688
H 6.982 0.956 -0.662
H -9.479 1.255 0.403
C 7.064 2.048 -4.929
C -6.918 3.287 2.885
H -7.043 -2.672 2.760
H 4.393 3.889 -6.317
H -6.634 -6.251 5.051
H -5.907 1.485 3.538
H 5.345 2.505 -7.158
H -4.895 2.931 3.558
H 1.044 -4.220 2.462
H -5.469 -2.486 1.935
H -4.529 -4.926 6.860
O -6.070 -5.277 2.643
C 0.354 -5.070 2.493
C -6.259 -5.427 5.665
H -1.405 -3.901 2.011
O -1.035 -4.754 -0.403
H -6.640 4.235 2.416
S 1.591 5.714 -1.609
H 3.869 6.213 -1.241
H -10.618 0.506 1.556
N 7.546 1.851 -3.512
H 5.588 -2.280 -3.365
H -0.250 7.021 -3.278
H 0.175 -7.244 -0.985
H -5.654 -1.921 3.618
H 4.717 1.358 -2.725
H 9.243 -0.914 -1.554
C -9.982 1.371 1.363
S 0.346 -5.051 -0.129
H 3.124 -2.028 -0.077
C -0.391 8.289 -1.525
O -4.020 -4.232 3.672
O 1.606 7.157 -2.346
O -9.401 1.853 3.869
S -5.445 -4.267 3.461
O -7.909 2.687 2.054
H 1.874 -6.660 -0.943
H 4.023 0.166 -3.951
H 6.430 -2.210 -0.935
H -1.756 -5.461 2.743
H 0.750 -6.071 -2.202
H -0.701 7.486 -0.853
O -6.188 -4.225 4.901
H -5.016 -6.635 6.957
N 7.653 0.659 -1.391
C 8.152 -0.743 -1.185
C 6.479 -1.554 -3.168
C -5.961 -2.672 2.890
H -1.136 -4.124 3.741
H 0.683 -5.722 3.307
C 0.360 7.742 -2.725
H 0.244 8.967 -0.949
C 3.656 -1.508 -0.965
C 5.452 3.477 -6.550
C -1.067 -4.613 2.766
C 4.104 -0.567 -1.786
N 6.139 -0.109 -3.373
H 7.872 -2.828 -1.958
H -7.334 3.524 3.869
H 6.033 4.311 -7.104
S -8.763 1.441 2.644
H 0.588 8.563 -3.409
H 7.257 -1.824 -3.999
C 7.191 -1.902 -1.763
O 0.895 4.770 -2.447
C 7.120 0.807 -2.761

## Properties
* charge: +1
* lowest unoccupied orbital energy: -4.6 eV
* frontier orbital gap: 0.2602 hartree
* HOMO energy: -11.7 eV



no.,molar mass (g mol⁻¹),calculated total energy (Ha)
1,1185.5,-5732.54722
2,114.1,-419.75678
3,117.2,-382.54332
4,68.1,-226.05342
5,743.8,-4445.60920